{"formula": "C27H38CrINSbTe", "method": "the ωB97M-V functional and the def2-TZVPD basis", "multiplicity": 2, "s_squared": 0.849, "charge": 2, "largest_force_ev_per_a": 2.17, "homo_lumo_gap_ev": [5.968, 7.038], "elements": ["Cr", "I", "C", "C", "C", "C", "C", "C", "C", "C", "C", "C", "H", "H", "H", "H", "H", "H", "C", "Te", "C", "C", "C", "C", "C", "C", "C", "H", "H", "H", "H", "H", "H", "H", "H", "N", "H", "H", "H", "C", "C", "C", "Sb", "C", "C", "C", "C", "C", "C", "H", "H", "H", "H", "H", "H", "H", "H", "H", "H", "H", "H", "H", "H", "H", "H", "H", "H", "H", "H", "H"], "positions_angstrom": [[-0.89940, 0.18757, -0.75982], [-1.51709, 1.17369, -3.30558], [-3.34702, 0.10806, -2.89526], [-4.50845, 0.48887, -3.50307], [-5.67897, -0.23415, -3.22320], [-5.62615, -1.35018, -2.43451], [-4.40946, -1.80048, -1.88312], [-4.29615, -3.03360, -1.20761], [-3.07880, -3.46768, -0.75352], [-1.96055, -2.62046, -0.81659], [-2.03723, -1.36384, -1.36990], [-3.23515, -1.00556, -2.04016], [-4.54826, 1.32079, -4.18823], [-6.60482, 0.09387, -3.66761], [-6.51996, -1.91810, -2.23678], [-5.17485, -3.64473, -1.08588], [-2.98084, -4.44637, -0.31002], [-1.01763, -2.98104, -0.41058], [0.48524, -1.41770, 3.14789], [-1.11146, -0.89131, 1.76249], [-1.39960, 0.77580, 3.12581], [-0.75676, 0.35598, 4.41869], [-1.06917, 1.00906, 5.60256], [-0.42856, 0.65503, 6.77586], [0.53509, -0.34053, 6.76964], [0.84024, -1.00583, 5.59400], [0.18277, -0.66814, 4.41742], [1.47337, -1.17706, 2.75860], [0.43231, -2.49485, 3.31766], [-2.46717, 0.95309, 3.26247], [-0.93342, 1.69341, 2.74834], [-1.81552, 1.79094, 5.59505], [-0.69331, 1.14459, 7.69992], [1.04549, -0.60247, 7.68466], [1.58036, -1.79246, 5.58581], [-2.87476, 1.30218, -0.03074], [-3.36522, 1.79732, -0.77753], [-2.76539, 1.98693, 0.71647], [-3.53225, 0.59946, 0.31466], [3.71593, 0.10790, -3.72449], [2.67704, -0.84635, -3.16987], [1.59662, -1.16553, -4.18643], [1.70538, -0.04212, -1.30798], [1.72805, 2.16533, -1.56586], [3.07572, 2.85011, -1.45642], [0.74633, 2.77094, -0.56983], [3.10319, -0.43721, 0.37889], [4.54616, -0.49360, -0.07908], [2.89912, 0.59522, 1.47580], [4.16939, -0.34994, -4.60319], [4.51392, 0.29674, -3.00858], [3.26644, 1.04963, -4.04003], [3.15330, -1.77217, -2.82985], [1.12421, -0.25755, -4.56168], [0.83108, -1.82293, -3.76946], [2.04843, -1.67252, -5.03755], [1.33433, 2.30061, -2.58100], [3.42284, 2.87551, -0.42732], [2.98671, 3.88006, -1.79527], [3.82725, 2.36902, -2.07281], [1.16324, 2.77693, 0.43597], [-0.22592, 2.23784, -0.54638], [0.53873, 3.80485, -0.84256], [2.80423, -1.42988, 0.73693], [4.88534, 0.47096, -0.45025], [4.68560, -1.24629, -0.85214], [5.17739, -0.76367, 0.76675], [3.37235, 1.53735, 1.21094], [3.36681, 0.25389, 2.39792], [1.83924, 0.77679, 1.67656]], "forces_ev_per_angstrom": [[-1.9343, -0.9267, -0.3131], [-0.6449, -0.4100, 0.4711], [0.4645, 0.4239, -0.2429], [0.2514, 0.0690, 0.0533], [-0.0839, -0.1666, 0.0848], [-0.1171, 0.1014, -0.1760], [0.3807, 0.3510, 0.0168], [0.2492, -0.0001, 0.0897], [-0.0584, -0.0339, 0.0066], [0.3683, -0.3062, -0.0196], [0.7779, 0.6916, 0.1287], [-0.3117, 0.1804, -0.2812], [0.0484, 0.1139, -0.0404], [-0.1303, -0.0321, -0.0111], [-0.1657, -0.1351, -0.0384], [-0.1546, -0.1419, -0.0230], [0.0024, -0.0655, 0.0691], [-0.1221, 0.0666, 0.0574], [0.0958, -0.1898, -0.2072], [0.4314, 0.5222, 0.9904], [-0.1081, 0.1563, -0.1483], [0.1442, -0.2126, -0.0999], [-0.0075, 0.0224, -0.0220], [-0.1031, 0.0554, 0.0258], [0.1272, -0.0777, -0.0273], [-0.0629, 0.0642, 0.0300], [-0.1511, 0.1290, -0.0877], [-0.1329, 0.0123, -0.1659], [-0.0705, 0.0798, -0.1830], [0.0254, -0.0599, -0.1248], [-0.0765, -0.2157, -0.1458], [-0.0513, 0.0634, 0.0822], [0.0179, 0.0824, 0.0738], [0.0049, -0.0476, 0.0432], [0.0590, -0.0938, 0.0544], [0.5284, -0.1282, -0.0221], [0.1687, -0.1617, -0.0063], [0.0473, -0.0841, 0.0072], [0.1448, 0.1277, -0.0796], [0.0131, -0.0064, 0.2660], [-0.4523, 0.0250, 0.5607], [-0.0872, -0.1288, 0.1544], [1.1346, 0.3414, -0.0139], [-0.0088, -0.6586, -0.0007], [0.0349, -0.0675, -0.1272], [0.1009, -0.1424, -0.0461], [-0.4857, -0.0120, -0.4327], [-0.0715, -0.1276, -0.1347], [-0.2242, -0.0165, -0.0878], [0.0283, -0.0332, -0.0927], [0.0499, 0.1243, -0.0292], [0.0480, 0.0577, 0.0148], [-0.0948, 0.1393, 0.0841], [-0.0575, 0.0158, -0.0165], [-0.0515, 0.0314, -0.1098], [0.0250, -0.0438, -0.1040], [0.0601, -0.1010, 0.0497], [0.0961, -0.0261, 0.0618], [0.0139, 0.1818, -0.0207], [0.1468, 0.0012, -0.0342], [-0.0872, -0.1040, 0.0899], [-0.0352, 0.3530, 0.0624], [-0.2194, 0.0789, 0.0325], [-0.0852, 0.1190, -0.1029], [0.0607, 0.0776, -0.0678], [0.1469, -0.0194, -0.0698], [0.1000, -0.0211, 0.0501], [-0.0300, 0.0974, 0.0028], [0.0462, -0.0236, 0.1255], [0.0340, 0.0642, 0.1174]]}